1.
Computed, not measured: a structure of composition C44H43N2O2P2PbS at a distorted geometry, with ωB97M-V/def2-TZVPD.

XYZ file:
```
95
Properties=species:S:1:pos:R:3
Pb -0.6105 -0.2082 0.1931
O -0.0386 -0.2602 2.4116
C 0.8632 -1.3448 2.8833
C 1.7603 -1.8762 1.7621
C 2.5177 -0.7565 1.1105
C 3.7879 -0.3602 1.5572
C 4.4303 0.7158 0.9432
C 3.7960 1.3443 -0.1284
C 2.5057 0.9271 -0.5106
C 1.7485 1.6197 -1.6144
C 0.7556 2.6345 -1.0170
O -0.4154 1.9600 -0.4126
C 1.4418 3.4892 0.0469
C 2.5103 4.3320 -0.3351
C 3.1780 5.0869 0.6280
C 2.8178 4.9894 1.9752
C 1.7771 4.1421 2.3569
C 1.0908 3.3921 1.4158
C 0.1232 3.5084 -2.0969
C -0.0733 4.8959 -1.9438
C -0.7889 5.6127 -2.8997
C -1.3153 4.9687 -4.0230
C -1.1087 3.5895 -4.1912
C -0.4026 2.8761 -3.2380
N 1.9005 -0.1201 0.0870
C -0.0693 -2.4201 3.4147
C -1.0202 -2.0503 4.3900
C -2.0006 -2.9301 4.7944
C -2.0435 -4.2318 4.2675
C -1.0812 -4.6112 3.3306
C -0.0885 -3.7235 2.9073
C 1.7430 -0.7511 4.0040
C 2.0626 0.6205 3.9899
C 2.9176 1.1476 4.9386
C 3.4689 0.3181 5.9220
C 3.1581 -1.0458 5.9397
C 2.3029 -1.5902 4.9835
H 1.1868 -2.4246 0.9741
H 2.5114 -2.5843 2.1851
H 4.2221 -0.8747 2.4192
H 5.3966 1.0652 1.3026
H 4.2346 2.2087 -0.6385
H 1.2463 0.8575 -2.2453
H 2.5165 2.1347 -2.2560
H 2.7761 4.4464 -1.3934
H 3.9828 5.7602 0.3179
H 3.3330 5.5727 2.7420
H 1.5018 4.0569 3.4135
H 0.2765 2.7331 1.7273
H 0.2686 5.4231 -1.0477
H -0.9403 6.6947 -2.7712
H -1.8718 5.5386 -4.7752
H -1.5180 3.0677 -5.0662
H -0.3089 1.7793 -3.3378
H -1.0128 -1.0212 4.7704
H -2.7505 -2.5975 5.5205
H -2.7977 -4.9561 4.6099
H -1.1216 -5.6116 2.8904
H 0.6196 -4.0738 2.1461
H 1.6381 1.2518 3.1992
H 3.1462 2.2170 4.9198
H 4.1524 0.7483 6.6703
H 3.5954 -1.7001 6.6892
H 2.0383 -2.6541 5.0230
C -1.2148 -0.4722 -5.0102
P -1.0002 -1.0220 -3.2562
C 0.5923 -1.9269 -3.4505
C -2.2349 -2.3647 -3.2762
C -2.1553 -3.4829 -4.1064
C -3.1639 -4.4661 -4.0305
C -4.2304 -4.3136 -3.1390
C -4.3014 -3.1911 -2.3056
C -3.3019 -2.2068 -2.3663
P -3.1921 -0.7160 -1.3507
C -4.5582 -0.9569 -0.1521
C -3.9429 0.5082 -2.4733
H -1.1830 -1.3660 -5.6673
H -0.4123 0.2178 -5.3194
H -2.1870 0.0355 -5.1527
H 0.5745 -2.5681 -4.3560
H 0.8056 -2.5572 -2.5654
H 1.4147 -1.1864 -3.5721
H -1.3172 -3.5653 -4.7999
H -3.1191 -5.3332 -4.6853
H -5.0308 -5.0794 -3.1002
H -5.1366 -3.0580 -1.6025
H -4.4338 -1.8749 0.4593
H -5.5111 -1.0100 -0.7094
H -4.6058 -0.0778 0.5183
H -4.8900 0.1100 -2.8950
H -3.2756 0.7993 -3.3003
H -4.1462 1.4390 -1.9114
S -1.1499 -5.2087 -0.8150
C -0.9003 -3.6094 -0.7333
N -0.7147 -2.4439 -0.7076
```

As for the HOMO-LUMO gap: 0.2455 Eh. The charge is -1. Its LUMO energy is 2.59 eV. The strongest force on any atom is 0.0604 Eh/bohr.

Atomic partial charges in e from the Löwdin method, atoms 1 to 5:
1 Pb 1.3054
2 O -0.4177
3 C -0.4605
4 C -0.0986
5 C -0.2474


2.
Computed, not measured: a cluster of 3 separate species, C26H58BBr2N9O6P2S in total at a distorted geometry, with ωB97M-V/def2-TZVPD.

XYZ file:
```
105
Properties=species:S:1:pos:R:3
C -4.3775 -0.3362 3.4135
B -3.0471 -0.7702 2.6347
O -1.8249 -0.7964 3.3348
N -3.0171 -1.1125 1.1721
C -3.4743 0.0140 0.3111
C -2.6311 1.3385 0.4736
C -3.5249 2.5477 1.0149
C -3.3774 3.8568 0.1086
C -4.8125 4.2567 -0.4312
C -5.2446 3.3963 -1.6821
C -4.7213 4.1615 -2.9637
S -4.8147 3.1084 -4.4892
C -3.3109 3.5165 -5.3959
N -2.8883 4.6592 -5.9365
N -1.6878 4.3582 -6.5196
C -1.4292 3.0709 -6.2966
O -2.4507 2.4646 -5.5922
C -3.8786 -2.2628 0.9910
O -3.4316 -3.3207 1.3428
O -5.1923 -2.1695 0.4885
C -5.3411 -2.8040 -0.7524
Br -5.2630 -4.7491 -0.8779
C -5.5646 -2.1030 -1.8988
C -5.6507 -0.5552 -1.9844
Br -5.7988 -3.0460 -3.6022
H -4.5520 -1.0175 4.2781
H -5.2492 -0.3761 2.7055
H -4.2525 0.7320 3.7242
H -1.3183 -1.5581 2.9985
H -4.5390 0.2448 0.5558
H -3.3690 -0.3302 -0.7514
H -2.3327 1.6474 -0.5677
H -1.6786 1.2212 1.0413
H -3.2117 2.7292 2.0726
H -4.6155 2.3050 1.0226
H -2.6325 3.7225 -0.7087
H -3.0919 4.6751 0.8250
H -5.5959 4.0949 0.3602
H -4.8435 5.3457 -0.7042
H -4.8716 2.3430 -1.6504
H -6.3634 3.3322 -1.7898
H -3.6459 4.4105 -2.7587
H -5.2936 5.1099 -3.1405
H -0.5313 2.4920 -6.5991
H -4.7277 -0.1830 -2.5109
H -6.4987 -0.3065 -2.6756
H -5.7991 -0.0561 -1.0041
C 4.2215 3.1553 -3.9555
N 3.2011 2.3554 -4.6032
C 1.8898 2.7019 -4.0759
P 3.3614 0.8223 -5.3597
O 2.2698 1.0830 -6.3982
N 4.6550 0.9029 -6.5162
C 5.2348 2.1820 -6.8896
C 4.4242 0.1093 -7.7229
N 4.5421 0.3375 -4.1522
C 4.0231 0.0203 -2.8199
C 5.6805 -0.5258 -4.4818
H 4.0927 3.1796 -2.8637
H 4.1723 4.1849 -4.3254
H 5.2348 2.8053 -4.1327
H 1.7427 2.2926 -3.0668
H 1.0888 2.3166 -4.7049
H 1.7542 3.7877 -4.0282
H 4.4693 2.9193 -7.1597
H 5.9118 2.0740 -7.7407
H 5.8559 2.5825 -6.0873
H 3.7632 0.6190 -8.4321
H 3.9724 -0.8537 -7.4705
H 5.3713 -0.1065 -8.2263
H 4.6873 0.4387 -2.0597
H 3.9348 -1.0579 -2.6551
H 3.0329 0.4480 -2.6562
H 6.4872 0.0639 -4.9168
H 5.4032 -1.3216 -5.1743
H 6.1008 -1.0002 -3.5905
C 1.1899 -2.0572 7.8464
N 1.8116 -1.7963 6.5635
C 1.2609 -0.5730 5.9923
P 2.5520 -2.9201 5.4981
O 3.5771 -1.9280 4.9547
N 3.7291 -3.8388 6.3880
C 4.1305 -3.4308 7.7234
C 4.9198 -4.1876 5.6142
N 1.3499 -4.1250 5.9483
C 0.0006 -3.9493 5.4025
C 1.6784 -5.5503 6.0504
H 0.0962 -1.9501 7.8022
H 1.5698 -1.3491 8.5907
H 1.3805 -3.0541 8.2345
H 0.2448 -0.7379 5.6088
H 1.8646 -0.1964 5.1673
H 1.2213 0.2262 6.7401
H 4.4006 -2.3688 7.7669
H 4.9897 -4.0102 8.0707
H 3.3436 -3.6341 8.4509
H 5.6270 -3.3537 5.5464
H 4.6462 -4.4833 4.5979
H 5.4339 -5.0414 6.0659
H -0.7367 -4.1654 6.1796
H -0.1892 -4.6028 4.5451
H -0.1742 -2.9263 5.0646
H 2.1378 -5.7631 7.0156
H 2.3499 -5.8733 5.2537
H 0.7838 -6.1773 5.9977
```

As for the SMILES: CB(O)N(CCCCCCCSc1nnco1)C(=O)O/C(Br)=C(\C)Br.CN(C)P(=O)(N(C)C)N(C)C.CN(C)P(=O)(N(C)C)N(C)C. As for the HOMO-LUMO gap: 0.2762 Eh. The charge is 0. Its LUMO energy is -0.50 eV. The strongest force on any atom is 0.1454 Eh/bohr.

Atomic partial charges in e from the Löwdin method, atoms 1 to 5:
1 C 0.0219
2 B -0.5222
3 O 0.1220
4 N 0.0808
5 C -0.1661


3.
Computed, not measured: a cluster of 4 separate species, C3H14O3 in total at a distorted geometry, with ωB97M-V/def2-TZVPD.

XYZ file:
```
20
Properties=species:S:1:pos:R:3
C -0.0775 -0.4344 -1.2784
C 1.3470 -0.7387 -0.8650
C 2.0152 0.4516 -0.2084
H -0.9280 -0.3916 -0.6090
H -0.4580 -1.0619 -2.1027
H -0.1321 0.4713 -1.8921
H 1.8834 -0.9972 -1.7719
H 1.3898 -1.6634 -0.2867
H 2.9903 0.1355 0.1853
H 2.3651 1.2066 -0.9156
H 1.4155 0.8709 0.5954
O -0.1339 -0.8360 3.2164
H -0.0837 0.1259 3.1965
H -0.8972 -0.9904 2.6203
O -1.1632 2.7769 -1.3511
H -1.2070 1.8622 -1.6273
H -0.7989 2.6410 -0.4640
O -2.3662 -1.0568 1.4875
H -3.1762 -0.6585 1.1705
H -1.9845 -1.7132 0.9004
```

As for the SMILES: CCC.O.O.O. As for the HOMO-LUMO gap: 0.4168 Eh. The charge is 0. Its LUMO energy is 0.33 eV. The value obtained for the energy above the lowest of the compared OMol25 structures with the same formula, charge and spin is 19.9 kcal/mol. The strongest force on any atom is 0.0512 Eh/bohr.

Atomic partial charges in e from the Löwdin method, atoms 1 to 5:
1 C -0.1364
2 C -0.3025
3 C -0.1179
4 H 0.0468
5 H 0.0793


The molar mass results, record by record, are as follows: 933.05, 857.44, 98.14 g/mol.